Entry 1:
Density functional theory data (ωB97M-V with the def2-TZVPD basis set) for a molecular structure, C20H28BaN2O6 in a non-equilibrium geometry.

The energy comes out at -1365.2608 a.u. For the LUMO energy, the calculation gives -0.21 eV. Its HOMO energy is -5.1 eV. As for the spin multiplicity: 1. The value obtained for the relative energy (zero: lowest compared OMol25 entry of this formula, charge and spin) is 0.000 eV. As for the frontier orbital gap: 4.87 eV.

Element x y z (Å)
Ba (-0.37870, -0.33434, 0.15226)
O (-0.71641, -2.31899, -1.97723)
O (-2.79340, -0.51547, -1.35937)
O (-2.48374, -2.29966, 0.57805)
O (-2.02571, 1.24854, 1.15362)
O (2.28832, 0.30042, -0.52991)
O (0.28744, -3.02074, 0.83641)
N (2.01203, 2.49983, 0.12653)
N (0.72639, 2.25705, 0.28402)
C (6.25538, 0.45091, 0.66999)
C (2.72142, 1.35791, -0.04838)
C (-0.77345, -3.77229, 1.44205)
C (4.86454, 2.71189, 0.37517)
C (4.94095, 0.31562, 0.30114)
C (-2.58856, -0.97373, -2.69412)
C (0.73876, -3.51336, -0.43323)
C (-1.21096, 3.51279, 1.04517)
C (6.92348, 1.63608, 0.55312)
C (-3.38095, 3.05332, 2.05905)
C (0.28472, 4.32590, -0.85583)
C (-1.91203, -2.81114, 1.74315)
C (-0.06084, 3.29209, 0.17413)
C (-0.27567, -3.62348, -1.57752)
C (-1.95275, -2.34255, -2.75322)
C (4.18701, 1.49916, 0.21798)
C (-2.12897, 2.47162, 1.40500)
C (-3.69375, -1.48407, 0.67392)
C (-3.97257, -1.04283, -0.77176)
C (6.22978, 2.79036, 0.59440)
H (-3.27741, 4.13884, 2.11721)
H (0.05583, -4.14413, -2.49536)
H (-1.60622, -2.00924, 2.44896)
H (-0.39742, -4.08695, 2.43118)
H (7.98728, 1.59688, 0.40904)
H (4.37789, -0.67279, 0.24095)
H (-3.43919, -0.60156, 1.30937)
H (-4.55239, -1.98376, 1.10830)
H (1.14256, -4.55719, -0.21553)
H (-4.37400, -1.95591, -1.35754)
H (-4.33356, 2.87138, 1.54871)
H (6.89665, -0.38793, 0.90342)
H (-1.11499, -4.24835, -1.10066)
H (-1.01847, -4.70282, 0.91967)
H (1.62799, -2.92984, -0.69167)
H (4.34980, 3.67950, 0.23287)
H (-4.80869, -0.29412, -0.73705)
H (-1.89410, -0.18192, -3.12596)
H (-0.59457, 4.97869, -0.98479)
H (6.71820, 3.75217, 0.80068)
H (-2.68225, -3.33592, 2.32670)
H (-3.46073, 2.61074, 3.05486)
H (-3.47479, -0.91789, -3.34314)
H (1.10447, 5.02076, -0.49410)
H (0.51502, 3.78859, -1.78653)
H (-1.64847, -2.59859, -3.80251)
H (-2.68452, -3.06655, -2.24248)
H (-1.52567, 4.56709, 1.14082)



Entry 2:
Density functional theory data (ωB97M-V with the def2-TZVPD basis set) for 3 unconnected molecules or ions with the total composition C5H15NO2 in a non-equilibrium geometry.

The energy comes out at -404.4989 a.u. For the LUMO energy, the calculation gives -2.45 eV. Its HOMO energy is -9.1 eV. As for the spin multiplicity: 1. The value obtained for the relative energy (zero: lowest compared OMol25 entry of this formula, charge and spin) is 6.970 eV. As for the frontier orbital gap: 6.66 eV.

Element x y z (Å)
O (1.77482, -0.21667, 0.59914)
O (0.53924, 1.35913, 2.06445)
N (-1.45635, -0.15397, -0.31228)
C (0.97986, -0.99791, -0.29750)
C (-0.11715, -0.21456, -1.04324)
C (-1.73189, 1.13220, 0.25551)
C (0.59625, -2.30910, 0.32436)
C (0.44434, 1.12545, -1.47613)
H (1.10928, 0.37567, 1.28204)
H (-0.41821, -0.76029, -1.93851)
H (1.36461, -2.51877, 1.10487)
H (0.74651, -3.21877, -0.26792)
H (1.34690, 0.83826, -1.96225)
H (-2.14089, -0.26712, -1.06379)
H (1.12987, 1.37064, 2.84417)
H (-2.57804, 1.08973, 0.91982)
H (-2.05194, 1.96608, -0.45714)
H (-0.60533, -0.14906, 1.70013)
H (-0.34234, -2.22981, 0.87406)
H (-0.88593, 1.62858, 0.73628)
H (1.81947, -1.29596, -1.00592)
H (-0.21316, 1.62342, -2.20320)
H (0.69009, 1.82284, -0.67694)



Entry 3:
Density functional theory data (ωB97M-V with the def2-TZVPD basis set) for a single C7H10 molecule.

The energy comes out at -272.6761 a.u. For the LUMO energy, the calculation gives 1.19 eV. Its HOMO energy is -9.1 eV. As for the spin multiplicity: 1. The value obtained for the relative energy (zero: lowest compared OMol25 entry of this formula, charge and spin) is 1.141 eV. As for the frontier orbital gap: 10.27 eV. As for the SMILES: C=C[C@@H]1C=CCC1.

Element x y z (Å)
C (0.38288, -1.78501, 1.14879)
C (-1.24969, 1.00460, 0.18383)
C (0.02091, 1.80508, 0.15890)
C (0.53986, -0.25999, -0.85522)
C (1.08701, -1.18056, 0.20018)
C (1.00644, 1.11854, -0.41302)
C (-0.99184, -0.09919, -0.84887)
H (0.12550, 2.77089, 0.64311)
H (0.92378, -0.54789, -1.84198)
H (-1.32738, 0.53133, 1.17921)
H (-1.52688, -1.02549, -0.61810)
H (2.04864, 1.41990, -0.46897)
H (2.17521, -1.26630, 0.21183)
H (-0.69526, -1.86468, 1.16644)
H (0.87059, -2.33787, 1.93490)
H (-2.16299, 1.57243, -0.00040)
H (-1.32086, 0.22996, -1.83866)



Entry 4:
Density functional theory data (ωB97M-V with the def2-TZVPD basis set) for a single C5H8N2O2 molecule in a non-equilibrium geometry.

The energy comes out at -455.1398 a.u. For the LUMO energy, the calculation gives -0.59 eV. Its HOMO energy is -9.4 eV. As for the spin multiplicity: 1. The value obtained for the relative energy (zero: lowest compared OMol25 entry of this formula, charge and spin) is 5.949 eV. As for the frontier orbital gap: 8.85 eV. As for the SMILES: C=C(CO)/N=C(/N)C=O.

Element x y z (Å)
O (2.87087, -1.06176, -0.23267)
O (-2.52495, 0.99409, -0.10253)
N (-0.06618, 0.89124, 0.21466)
N (2.06928, 1.70816, 0.09909)
C (1.68971, -0.56731, -0.63197)
C (-0.57133, -1.42548, 0.82225)
C (1.11381, 0.75158, -0.10327)
C (-0.76176, -0.36205, 0.11843)
C (-2.12935, -0.28463, -0.55043)
H (-2.19508, -0.23000, -1.64151)
H (-2.73225, -1.11468, 0.02339)
H (-1.29376, -2.22884, 0.86085)
H (0.10774, -1.12745, 1.64488)
H (2.13719, 2.28830, 1.19841)
H (1.02773, -1.18660, -1.51878)
H (-1.78112, 1.52431, -0.41695)
H (3.03944, 1.43113, 0.21617)



Entry 5:
Density functional theory data (ωB97M-V with the def2-TZVPD basis set) for a single C5H6OS molecule in a non-equilibrium geometry.

The energy comes out at -667.4297 a.u. For the LUMO energy, the calculation gives 0.25 eV. Its HOMO energy is -8.7 eV. As for the spin multiplicity: 1. The value obtained for the relative energy (zero: lowest compared OMol25 entry of this formula, charge and spin) is 2.951 eV. As for the frontier orbital gap: 8.92 eV. As for the SMILES: OSC1C=CC=C1.

Element x y z (Å)
S (-2.49857, 0.36346, 0.64591)
O (-3.00126, 0.05432, -0.91619)
C (1.60820, -0.66636, 0.51915)
C (1.80223, 0.66704, -0.03923)
C (0.55612, 1.23018, -0.01877)
C (-0.52769, 0.12319, 0.20023)
C (0.27242, -0.96123, 0.70373)
H (2.76720, 1.12443, -0.13594)
H (2.52636, -1.15424, 0.59459)
H (-0.24697, -1.84151, 1.00492)
H (-2.81862, -0.89345, -1.17737)
H (-0.69872, -0.20025, -0.89774)
H (0.25931, 2.15442, -0.48328)



Entry 6:
Density functional theory data (ωB97M-V with the def2-TZVPD basis set) for 2 unconnected molecules or ions with the total composition C20H31N2O4 in a non-equilibrium geometry.

The energy comes out at -1190.3438 a.u. For the LUMO energy, the calculation gives -3.44 eV. Its HOMO energy is -10.6 eV. As for the spin multiplicity: 1. The value obtained for the relative energy (zero: lowest compared OMol25 entry of this formula, charge and spin) is 16.993 eV. The charge is +1. As for the frontier orbital gap: 7.17 eV.

Element x y z (Å)
O (-0.96940, -3.50876, -5.85137)
O (-0.89144, 0.10650, 2.79970)
O (0.98538, 5.05402, 2.23943)
O (3.00806, 3.48814, -2.12324)
N (-0.17381, -2.44115, -3.53970)
N (-1.12596, -1.70233, 0.26315)
C (0.09883, 0.89033, 2.36535)
C (-2.09780, -4.34165, -6.11652)
C (-1.34729, -1.77699, -4.19006)
C (-1.37592, -0.47713, -0.32809)
C (-1.29418, -2.12252, -5.68583)
C (-0.15735, 0.62895, -0.54319)
C (0.21871, 1.48054, 0.80586)
C (0.71360, 2.90183, 0.71118)
C (-2.79637, -1.95997, 4.78151)
C (0.67835, -0.35445, 5.57204)
C (2.42231, 4.26942, -0.98372)
C (-1.41697, -2.08695, 5.12781)
C (1.84746, 0.32118, 4.60763)
C (1.12832, 3.70535, 2.11808)
C (0.88616, 3.75702, -0.67627)
C (-2.61204, -2.27873, -3.50489)
C (1.74962, 2.75472, 3.34553)
C (1.26608, 1.34981, 3.47171)
C (0.24219, -1.87558, 5.10144)
C (2.85979, 3.46118, 4.32227)
H (-2.63709, -3.36831, -3.42419)
H (-2.90878, -3.80745, -6.61899)
H (-2.05277, -2.18797, 0.28683)
H (-2.20724, -1.83254, -6.21635)
H (-2.48918, -0.24825, -0.62487)
H (-1.24163, -0.69943, -4.03497)
H (-0.23522, -2.48137, -2.51717)
H (-0.11209, -3.40576, -3.90955)
H (0.23209, 4.75066, -0.57577)
H (2.37140, -0.60407, 4.06537)
H (-0.27955, 0.32313, 5.45235)
H (0.98359, -0.33245, 6.72135)
H (0.71066, -1.98626, -3.80069)
H (0.70732, -2.70930, 5.81327)
H (-3.50414, -1.95383, -4.05124)
H (-1.76887, -5.16544, -6.76009)
H (-0.48687, 1.29078, -1.45922)
H (0.79788, 0.02074, -0.91998)
H (3.10039, 4.24137, -0.03041)
H (3.09243, 2.52029, -1.86862)
H (0.66341, -2.00773, 3.99276)
H (2.28186, 4.22701, 5.01533)
H (0.50862, 3.22102, -1.64535)
H (-3.87869, -1.84980, 4.28989)
H (-2.45673, -4.77072, -5.17895)
H (-2.68090, -1.87620, -2.48804)
H (2.32484, 5.38054, -1.40854)
H (2.64341, 0.77574, 5.33473)
H (3.61086, 4.13083, 3.68025)
H (-0.46857, -1.56189, -6.14072)
H (3.53324, 2.72385, 4.93178)



Entry 7:
Density functional theory data (ωB97M-V with the def2-TZVPD basis set) for a molecular structure, C20H27Cl3N2O2P2Sr in a non-equilibrium geometry.

The energy comes out at -3132.3889 a.u. For the LUMO energy, the calculation gives 0.28 eV. Its HOMO energy is -7.3 eV. As for the spin multiplicity: 1. As for the frontier orbital gap: 7.55 eV.

Element x y z (Å)
Sr (0.62253, -0.97439, 0.51036)
Cl (0.55423, -2.52513, 5.26789)
Cl (0.59590, 0.38278, 5.35976)
Cl (3.04961, -1.07821, 4.94074)
P (0.76732, 2.59065, 0.30471)
P (3.14900, 0.33875, -0.31413)
O (1.91767, -1.62716, 2.31118)
O (-0.07100, -0.59086, 2.63028)
N (-1.63519, -0.87208, -0.24296)
N (0.18759, -3.11272, -0.35582)
C (-2.06864, -2.08726, -0.35563)
C (-4.93050, 0.01356, -1.29920)
C (-0.03573, 4.20647, -0.01457)
C (-5.22071, 0.37159, -3.66652)
C (0.56277, 2.47640, 2.13625)
C (4.11771, -0.51874, -1.61782)
C (-5.75588, 0.05786, -2.42614)
C (-3.56994, 0.28341, -1.40016)
C (0.65276, -4.38006, -0.39717)
C (-3.85754, 0.64359, -3.77865)
C (4.30168, 0.19419, 1.11977)
C (-1.57547, -4.58223, -0.48446)
C (-3.04390, 0.59879, -2.65560)
C (3.34208, 2.09405, -0.77686)
C (-2.65992, 0.20503, -0.18857)
C (-0.38628, -5.32212, -0.47995)
C (2.57830, 3.01406, 0.18907)
C (-1.20187, -3.23759, -0.40483)
C (1.30844, -1.05644, 4.60217)
C (1.02833, -1.08938, 3.03816)
H (0.95603, 1.53584, 2.54695)
H (5.28899, 0.59204, 0.86994)
H (4.20859, -1.57859, -1.37487)
H (3.91191, 0.72469, 1.99174)
H (-0.28002, -6.39812, -0.52723)
H (-0.50378, 2.49575, 2.37687)
H (5.12013, -0.09535, -1.70549)
H (3.61243, -0.44204, -2.58132)
H (4.39907, 2.35458, -0.83541)
H (0.15665, 4.52731, -1.04264)
H (-2.13384, 1.15475, -0.08346)
H (-1.98168, 0.80702, -2.74777)
H (-1.11712, 4.11154, 0.10779)
H (2.92102, 2.18594, -1.78129)
H (-5.85743, 0.40456, -4.54456)
H (-3.43220, 0.89042, -4.74643)
H (4.39166, -0.85249, 1.41487)
H (-6.81546, -0.15582, -2.33030)
H (2.68465, 4.05175, -0.12617)
H (-5.35256, -0.23163, -0.32763)
H (-3.14211, -2.28684, -0.41896)
H (-2.59415, -4.96043, -0.54285)
H (1.71937, -4.57756, -0.36532)
H (2.99573, 2.95012, 1.19618)
H (-3.26961, 0.09451, 0.70750)
H (0.33912, 4.96951, 0.67355)
H (1.05123, 3.31175, 2.64498)